ORCA calculation (the ωB97M-V functional and the def2-TZVPD basis) on the ion C3H11N4 with charge +1.

Geometry as XYZ:
```
18
Properties=species:S:1:pos:R:3
C -2.479 -0.265 -0.452
N -1.901 -0.054 0.900
N -0.454 0.225 0.839
N -0.162 1.551 0.953
C 0.353 -0.578 0.075
C 1.516 0.120 -0.552
N 2.868 -0.566 -0.687
H -2.202 -1.297 -0.725
H -3.494 -0.191 -0.457
H -2.158 0.499 -1.170
H -2.072 -0.931 1.483
H -0.542 2.000 0.094
H -0.514 1.984 1.812
H 0.025 -1.572 -0.049
H 1.617 1.178 -0.130
H 2.802 -1.250 -1.346
H 3.202 -0.856 0.278
H 3.595 0.004 -0.865
```

Calculated values
Highest occupied orbital energy: -12.65 eV
Energy above the lowest of the compared OMol25 structures with the same formula, charge and spin: 122.16 kcal per mole
Energy: -9238.946 eV
Net charge: +1

---

ORCA calculation (the ωB97M-V functional and the def2-TZVPD basis) on the molecule C4H6N2O.

Geometry as XYZ:
```
13
Properties=species:S:1:pos:R:3
H 1.246 -2.622 0.198
N 0.373 -2.128 0.101
C 0.548 -0.780 -0.060
O 1.810 -0.297 -0.112
C 1.713 1.019 -0.050
C 0.422 1.428 0.064
N -0.361 0.243 0.010
C -1.767 -0.117 -0.069
H 2.591 1.537 -0.189
H -0.068 2.420 0.200
H -2.254 -0.044 -1.007
H -1.949 -1.172 0.430
H -2.303 0.514 0.483
```

Calculated values
Highest occupied orbital energy: -7.74 eV
Energy above the lowest of the compared OMol25 structures with the same formula, charge and spin: 57.40 kcal per mole
Energy: -9271.013 eV

---

ORCA calculation (the ωB97M-V functional and the def2-TZVPD basis) on a cluster of 3 separate species, C4H16NO2 in total.

Geometry as XYZ:
```
23
Properties=species:S:1:pos:R:3
C -0.233 -1.100 -0.062
C 1.230 -1.076 0.440
C 2.298 -0.718 -0.585
C 2.256 0.757 -1.037
N -0.785 0.274 -0.229
H -0.371 -1.614 -1.051
H -0.885 -1.564 0.735
H 1.269 -0.442 1.446
H 1.455 -2.127 0.841
H 3.194 -1.077 -0.165
H 2.116 -1.339 -1.464
H 1.288 0.997 -1.594
H 3.083 0.983 -1.655
H 2.127 1.461 -0.255
H -0.259 0.710 -0.945
H -0.642 0.806 0.686
H -1.935 0.222 -0.418
H 0.469 1.526 2.812
H -0.818 2.375 2.658
O -0.255 1.693 2.136
H -4.172 0.208 -1.321
H -3.916 -1.159 -1.010
O -3.471 -0.326 -0.915
```

Calculated values
Highest occupied orbital energy: -14.98 eV
Energy above the lowest of the compared OMol25 structures with the same formula, charge and spin: 26.12 kcal per mole
Energy: -9986.249 eV
Net charge: +1

---

ORCA calculation (the ωB97M-V functional and the def2-TZVPD basis) on a structure of composition C8H13IrNP.

Geometry as XYZ:
```
24
Properties=species:S:1:pos:R:3
C 1.484 0.579 -2.514
C 0.424 0.317 -3.455
C -0.202 -0.963 -3.455
C 0.030 -1.854 -2.404
C 0.780 -1.394 -1.299
Ir 0.115 0.403 -1.245
P 0.163 2.491 -0.305
H 2.204 1.405 -2.599
H 0.099 1.014 -4.258
H -0.726 -1.270 -4.357
H 0.887 -2.036 -0.413
H -0.407 -2.871 -2.443
H -0.953 2.884 0.506
H 0.357 3.604 -1.179
H 1.252 2.605 0.634
C -1.296 -0.902 3.885
C 0.018 -0.385 3.257
C -0.222 -0.207 1.825
N -0.377 0.163 0.728
H -2.092 -0.191 3.577
H -1.273 -0.974 4.985
H -1.467 -1.910 3.456
H 0.347 0.592 3.676
H 0.854 -1.100 3.398
```

Calculated values
Highest occupied orbital energy (spin up / spin down): -8.85 / -13.24 eV
Spin multiplicity: 6
Energy above the lowest of the compared OMol25 structures with the same formula, charge and spin: 0.00 kcal per mole
Energy: -22108.177 eV
Net charge: +1
<S²>: 8.7674

---

Which value of energy above the lowest of the compared OMol25 structures with the same formula, charge and spin does entry 1 give?
122.16 kcal per mole

---

The highest energy belongs to which entry?
C3H11N4

---

What is the energy above the lowest of the compared OMol25 structures with the same formula, charge and spin in the first record?
122.16 kcal per mole

---

Number 1 is which compound?
C3H11N4